Record 1
A structure of composition C44H55CaN4P. Source: the OMol25 dataset; level of theory: ωB97M-V with the def2-TZVPD basis set.

Structure (XYZ):
```
105
Properties=species:S:1:pos:R:3:lowdin_charge:R:1
N 1.93 0.54 0.17 -0.05
H -0.15 -3.91 6.87 0.07
C -2.30 -1.85 1.98 -0.23
C -4.49 -2.89 2.98 -0.19
C 4.26 4.18 -0.83 -0.08
C 2.10 -1.72 2.27 -0.24
C 1.24 2.28 -1.41 0.06
C -6.26 0.32 1.64 -0.08
H 0.64 0.53 -7.31 0.10
H -7.29 0.55 1.36 0.07
C -3.15 -0.44 0.50 -0.24
H 3.22 4.49 -0.72 0.07
Ca 0.01 -0.60 0.10 1.29
C 4.19 0.82 0.14 -0.14
H 1.18 -3.83 -2.50 0.04
C -5.72 -0.86 0.83 -0.20
H -3.50 3.54 -3.42 0.10
C 0.66 -3.23 -3.25 -0.28
C 0.70 -0.35 -5.36 -0.09
H -5.50 -3.08 2.60 0.10
H 1.12 -3.41 -4.23 0.04
C -4.38 3.93 -1.49 -0.08
H 4.45 -3.79 2.22 0.07
H 0.31 5.26 -1.63 0.07
H 1.71 -0.72 -5.49 0.10
H -1.66 1.39 -7.03 0.10
H 6.27 0.99 -0.29 0.10
H -3.79 4.82 -1.30 0.07
H -1.81 -0.25 -3.09 0.09
H -0.38 -3.56 -3.28 0.04
H 4.17 -2.17 4.14 0.11
H 3.06 -1.59 -2.06 0.04
C 0.98 -3.08 3.70 -0.13
H -4.54 3.43 -0.54 0.07
H -1.76 -3.22 3.48 0.10
C -0.17 2.17 -1.44 -0.24
C 2.20 1.55 -0.68 -0.26
H -0.23 -4.64 4.48 0.11
C 0.58 -3.99 4.82 -0.20
C -1.28 -0.10 -4.02 -0.10
H -0.72 -2.59 5.84 0.07
C 0.06 -2.41 2.79 -0.23
H -2.89 0.98 -4.92 0.10
C -1.34 -2.52 2.76 0.06
C -2.36 2.50 -1.95 -0.15
H 4.13 -1.22 2.01 0.10
H -5.15 -2.97 5.05 0.07
C -0.47 5.39 -2.38 -0.08
C 0.10 0.35 -6.38 -0.08
H -6.23 0.10 2.70 0.06
H -3.58 -2.19 4.82 0.06
H -0.16 6.19 -3.05 0.07
H 5.85 -0.42 0.64 0.11
H 2.97 -1.58 -3.84 0.04
C -4.28 -1.14 1.12 -0.13
H 2.73 -0.08 -2.90 0.04
C -1.20 0.83 -6.23 -0.08
C -1.11 2.97 -2.23 -0.14
H 5.34 1.06 2.63 0.07
H -1.49 4.24 -3.89 0.10
H 5.84 2.46 1.69 0.07
H 0.19 3.81 -3.69 0.11
C 2.24 -2.65 3.39 -0.13
C 0.02 -0.58 -4.16 -0.38
C 4.26 -4.13 3.24 -0.09
H -5.05 -1.34 4.39 0.07
H 4.70 4.17 0.17 0.07
C -4.57 -2.32 4.39 -0.08
H -5.35 4.24 -1.88 0.07
C -3.75 -2.00 2.03 -0.13
H 5.22 -4.39 3.69 0.07
H 7.02 1.21 2.10 0.07
H -5.85 -0.66 -0.24 0.10
H 4.78 4.94 -1.42 0.07
H -6.31 -1.76 1.04 0.10
H -5.66 1.21 1.47 0.07
C -0.72 4.09 -3.14 -0.20
C 4.36 2.81 -1.48 -0.20
H 1.41 -4.66 5.06 0.10
N -0.89 1.28 -0.72 -0.04
C 3.13 -0.98 1.65 0.06
H -4.22 0.85 -0.78 0.10
H 3.95 2.86 -2.50 0.11
H 0.94 -2.59 6.43 0.08
C 3.07 0.05 0.70 -0.25
H 3.34 -3.40 5.05 0.10
C -1.88 0.60 -5.05 -0.08
C 3.53 -3.05 4.03 -0.20
C 3.65 1.74 -0.71 -0.14
H 5.42 2.54 -1.61 0.10
C 5.98 1.38 1.81 -0.08
H -4.00 -3.87 3.02 0.11
H 1.64 3.05 -2.06 0.10
H -1.37 5.72 -1.86 0.07
N -2.01 -0.91 1.05 -0.05
N 0.79 -1.64 1.95 -0.05
H 3.65 -5.04 3.17 0.07
C 5.63 0.64 0.52 -0.20
C 2.55 -1.16 -2.92 -0.28
C 0.14 -3.23 6.07 -0.09
P 0.75 -1.47 -2.75 0.88
C -3.22 0.61 -0.44 0.06
C -2.20 1.41 -0.99 -0.26
H -4.31 2.16 -2.72 0.11
C -3.66 3.01 -2.48 -0.20
```

Energy above the lowest of the compared OMol25 structures with the same formula, charge and spin: 0.205 eV
HOMO level: -6.3695 eV
E_tot: -2947.78890 Eh

Record 2
The molecule C19H17ClN4S. Source: the OMol25 dataset; level of theory: ωB97M-V with the def2-TZVPD basis set.

Structure (XYZ):
```
42
Properties=species:S:1:pos:R:3:lowdin_charge:R:1
C -2.78 5.65 0.82 -0.10
C -1.97 2.95 1.22 0.00
H -3.77 4.86 -0.92 0.12
C -3.18 4.61 -0.02 -0.03
H 4.25 -4.02 2.18 0.09
N -3.30 2.30 -0.72 -0.03
H 4.38 -2.39 -0.33 0.14
C -3.78 0.35 -1.56 -0.03
C -0.29 1.36 -0.98 -0.04
N 2.46 -1.07 -0.59 0.09
N -4.60 2.40 -1.19 0.08
H -0.88 3.82 2.88 0.09
S 0.72 -2.94 -0.02 1.05
C 3.50 -4.59 1.62 -0.07
H -5.90 0.98 -2.01 0.09
C -1.19 -0.85 -0.48 -0.03
H 2.50 -4.29 1.94 0.05
N 3.58 -2.98 -0.26 0.03
C 0.10 -1.33 -0.35 -0.48
H 2.87 -4.96 -0.42 0.12
C 1.18 -0.52 -0.63 -0.33
H -1.71 1.90 1.41 0.13
C 3.66 -4.42 0.10 -0.41
H 5.81 -4.47 0.30 0.08
C -1.51 4.00 2.04 -0.09
C -4.93 1.23 -1.67 -0.12
H -3.78 -0.69 -1.93 0.11
H 5.08 -5.99 -0.31 0.08
H -0.38 2.39 -1.25 0.12
C 1.00 0.85 -0.95 0.00
C -1.39 0.51 -0.81 -0.17
H 3.61 -5.63 1.90 0.07
H -2.02 -1.56 -0.31 0.12
C 5.05 -4.91 -0.34 -0.06
C -2.77 1.03 -0.99 -0.18
H -3.08 6.68 0.60 0.11
C -1.93 5.32 1.89 -0.70
H 1.82 1.53 -1.16 0.11
C -2.81 3.30 0.16 -0.21
Cl -1.30 6.59 2.85 0.68
C 2.38 -2.33 -0.34 -0.59
H 5.29 -4.68 -1.36 0.07
```

SMILES: CC(C)Nc1nc2ccc(-c3ccnn3-c3ccc(Cl)cc3)cc2s1
Energy above the lowest of the compared OMol25 structures with the same formula, charge and spin: 0.056 eV
HOMO level: -7.8526 eV
E_tot: -1811.63412 Eh

Record 3
The molecule C7H11N. Source: the OMol25 dataset; level of theory: ωB97M-V with the def2-TZVPD basis set.

Structure (XYZ):
```
19
Properties=species:S:1:pos:R:3:lowdin_charge:R:1
C 0.61 1.06 -0.20 -0.14
C -1.18 -2.02 0.26 0.09
H 0.78 2.50 1.37 0.08
H -1.90 1.03 -0.31 0.13
H -1.62 0.01 2.32 0.04
H 0.89 1.71 -1.03 0.12
C 1.24 1.55 1.08 -0.09
N -1.60 0.84 1.72 0.08
H 0.91 -1.90 -1.93 0.08
C 0.85 -0.81 -1.94 -0.04
H 2.30 1.73 0.95 0.08
C -1.29 0.56 0.48 -0.29
H 1.81 -0.40 -2.26 0.08
C -0.71 -0.79 0.07 -0.27
H -2.15 -2.18 0.71 0.07
H 0.11 -0.53 -2.69 0.10
C 0.47 -0.29 -0.59 -0.24
H 1.06 0.84 1.90 0.08
H -0.56 -2.89 0.09 0.06
```

SMILES: [H]/N=C\C(=C)/C(C)=C\C
Energy above the lowest of the compared OMol25 structures with the same formula, charge and spin: 4.604 eV
HOMO level (spin up / spin down): -7.8438 / -7.8447 eV
E_tot: -327.91877 Eh

Record 4
A cluster of 2 separate species, C2H7NO3 in total. Source: the OMol25 dataset; level of theory: ωB97M-V with the def2-TZVPD basis set.

Structure (XYZ):
```
13
Properties=species:S:1:pos:R:3:lowdin_charge:R:1
H 1.16 -0.43 3.03 0.04
O -2.01 0.33 -1.67 0.10
H 1.42 1.24 -1.66 0.08
C -1.43 0.21 -0.46 -0.65
N -0.10 0.46 -0.46 0.03
H 1.33 -0.54 -1.64 0.08
H -2.96 0.28 -1.49 0.12
O -2.07 -0.04 0.52 0.08
C 0.76 0.38 -1.66 -0.05
H 2.09 -0.94 4.13 0.02
O 1.37 -1.21 3.57 -0.06
H 0.33 -0.03 0.32 0.14
H 0.12 0.31 -2.53 0.08
```

SMILES: CNC(=O)O.O
Energy above the lowest of the compared OMol25 structures with the same formula, charge and spin: 0.381 eV
HOMO level: -10.1947 eV
E_tot: -360.89965 Eh

Record 5
A structure of composition C26H43BF3N5PdS2Si. Source: the OMol25 dataset; level of theory: ωB97M-V with the def2-TZVPD basis set.

Structure (XYZ):
```
82
Properties=species:S:1:pos:R:3:lowdin_charge:R:1
H 4.13 -2.27 2.42 0.07
C 3.40 0.59 -1.81 -0.10
C 1.36 1.61 -4.78 -0.07
C -4.03 -2.87 4.28 -0.59
H 0.39 -1.75 2.58 0.05
H 2.13 -3.62 -2.23 0.09
H 3.80 -1.37 3.90 0.09
N -2.10 2.69 -0.10 -0.11
H 3.35 -2.35 -2.13 0.06
C -1.68 -0.44 2.62 -0.16
H -1.06 0.43 2.84 0.10
H 1.95 0.26 4.09 0.08
C 4.09 1.40 0.39 -0.10
C -2.37 -1.94 1.04 -0.11
H -3.76 -3.46 1.64 0.13
C -3.21 -2.14 3.26 -0.10
H 3.12 -0.21 -2.49 0.06
B 0.40 2.85 -2.79 -0.44
H 1.65 -1.93 -2.35 0.02
H 3.23 2.06 0.51 0.03
C 0.69 -3.17 -0.10 -0.12
C -2.09 2.96 -2.26 -0.06
H 4.52 1.20 1.38 0.06
C -2.57 2.57 1.27 -0.03
H 4.28 1.09 -2.23 0.09
F -3.44 -4.02 4.65 0.15
N -0.80 2.78 -1.83 -0.02
H -3.97 3.03 -1.09 0.12
H 1.95 0.06 -6.25 0.12
C 1.42 -1.94 2.90 -0.10
H 2.59 1.32 -1.79 0.04
H 4.92 -1.58 -1.15 0.06
N 0.59 1.51 -3.64 0.01
H 0.60 -4.14 -0.61 0.09
Si 2.29 -0.84 0.40 0.74
C 3.75 0.13 -0.39 -0.61
F -4.23 -2.15 5.39 0.14
H 1.35 -2.29 -5.32 0.10
H -0.07 -2.52 -0.53 0.00
H 4.15 -3.29 0.12 0.07
S -0.82 -0.53 -2.35 0.63
H 2.97 -3.75 1.35 0.06
C 2.05 0.43 3.02 -0.12
H 2.82 1.19 2.88 0.07
H -3.59 2.94 1.31 0.09
H -2.45 -0.65 4.61 0.13
C -2.91 2.91 -1.19 -0.04
H 1.79 2.55 -5.06 0.12
H 1.11 0.85 2.66 -0.02
H 4.57 -0.57 2.54 0.06
H 4.84 1.96 -0.17 0.09
Pd 0.26 -0.02 -0.19 0.27
C -3.18 -2.61 1.95 0.02
H -1.93 3.15 1.93 0.08
N -1.64 -0.88 1.37 0.04
F -5.25 -3.20 3.80 0.15
C 0.45 -1.86 -4.89 -0.05
H 1.40 3.09 -2.19 0.06
N 0.71 -0.47 -4.57 -0.13
H -2.55 1.52 1.57 0.05
C 3.11 -3.59 0.28 -0.09
C 2.40 -0.90 2.34 -0.59
C 1.45 0.39 -5.36 -0.05
H 0.46 -3.33 0.95 0.06
H 5.34 -1.12 0.50 0.07
H 2.99 -4.57 -0.20 0.09
C 0.19 0.23 -3.53 -0.68
C 2.10 -2.61 -0.33 -0.60
H -0.37 -1.94 -5.60 0.10
H 0.19 -2.38 -3.98 0.04
H 0.16 3.69 -3.63 0.08
H -2.32 -2.26 0.01 0.10
H 1.44 -1.89 3.99 0.09
C 5.02 -0.73 -0.46 -0.09
C 3.81 -1.30 2.81 -0.09
S 0.50 2.27 0.59 0.68
C 2.33 -2.61 -1.85 -0.11
C -0.81 2.57 -0.50 -0.70
H 5.83 -0.11 -0.85 0.09
H -2.30 3.14 -3.30 0.13
C -2.45 -1.04 3.61 0.03
H 1.67 -2.96 2.62 0.06
```

Energy above the lowest of the compared OMol25 structures with the same formula, charge and spin: 0.113 eV
HOMO level: -7.2437 eV
E_tot: -2828.63878 Eh

Record 6
The molecule C3H7NOS. Source: the OMol25 dataset; level of theory: ωB97M-V with the def2-TZVPD basis set.

Structure (XYZ):
```
13
Properties=species:S:1:pos:R:3:lowdin_charge:R:1
H -0.64 2.06 -0.33 0.15
H -1.71 -2.55 1.66 -0.14
H -0.52 0.60 1.33 0.09
S -0.34 -2.47 1.46 0.64
H 0.11 -1.59 -0.60 0.05
H 1.00 -0.02 1.17 0.10
C 1.05 1.55 -1.32 -0.39
N 0.10 1.34 -0.32 0.01
O 0.94 2.35 -2.20 0.02
H -1.55 -1.31 -0.32 0.07
C -0.58 -1.12 0.12 -0.48
H 2.06 1.00 -1.24 0.15
C 0.10 0.15 0.59 -0.28
```

SMILES: O=CNCCS
Energy above the lowest of the compared OMol25 structures with the same formula, charge and spin: 1.568 eV
HOMO level: -9.4678 eV
E_tot: -646.65435 Eh

What is the energy above the lowest of the compared OMol25 structures with the same formula, charge and spin in the third record? 4.604 eV

Number 2 is which compound? C19H17ClN4S

Number 6 is which compound? C3H7NOS